1.
A single C9H9N5O molecule, computed with the ωB97M-V functional and the def2-TZVPD basis.

Calculated values
- net charge = 0
- HOMO-LUMO gap (eV) = 9.06
- SMILES = CC(=O)n1nc(-c2cccnc2)nc1N
- LUMO level (Eh) = 0.010

CARTESIAN COORDINATES (ANGSTROEM)
C  1.7822  -3.0063  0.9180
C  0.4512  -2.6682  1.5154
O  -0.1363  -3.3486  2.3303
N  -0.1024  -1.4865  1.0697
N  0.4682  -0.6512  0.1564
C  -0.3940  0.3275  0.0260
C  -0.1952  1.4568  -0.8574
C  0.9554  1.5787  -1.6358
C  1.0839  2.6821  -2.4589
C  0.0595  3.6193  -2.4725
N  -1.0358  3.5125  -1.7379
C  -1.1605  2.4613  -0.9521
N  -1.5132  0.1953  0.8018
C  -1.3253  -0.9267  1.4436
N  -2.1288  -1.5041  2.3349
H  1.7054  -3.9654  0.4093
H  2.0966  -2.2344  0.2238
H  2.5099  -3.1163  1.7197
H  1.7175  0.8163  -1.5813
H  1.9582  2.8154  -3.0775
H  0.1148  4.4992  -3.1004
H  -2.0644  2.3982  -0.3628
H  -3.0046  -1.0681  2.5547
H  -1.8422  -2.3868  2.7329

Forces on the atoms, in the same order (eV/Å):
C 0.09 -0.03 -0.03
C 0.35 -0.27 -0.04
O 0.02 -0.03 0.01
N -1.19 0.66 0.29
N 0.57 0.57 -0.74
C 0.06 -1.10 0.70
C 0.20 0.53 -0.48
C -0.24 0.08 0.09
C -0.04 -0.05 0.05
C 0.23 -0.01 -0.13
N -0.29 0.43 -0.11
C 0.12 -0.48 0.25
N -0.40 0.12 0.17
C 0.53 -0.10 -0.24
N -0.17 -0.23 0.25
H -0.05 -0.04 0.00
H 0.09 -0.11 0.01
H -0.01 -0.01 0.06
H 0.08 -0.05 -0.01
H 0.05 0.03 -0.05
H 0.09 0.03 -0.08
H -0.04 -0.07 0.07
H 0.00 0.02 -0.02
H -0.08 0.10 -0.02

---

2.
A single C9H9NO molecule, computed with the ωB97M-V functional and the def2-TZVPD basis.

Calculated values
- net charge = 0
- HOMO-LUMO gap (eV) = 9.69
- SMILES = O=C1CCCc2cccnc21
- LUMO level (Eh) = 0.013

CARTESIAN COORDINATES (ANGSTROEM)
O  -1.3190  -2.4430  -0.5254
C  -1.1573  -1.3806  -0.0388
C  -2.2873  -0.5061  -0.0948
C  -1.8377  0.8374  0.4575
C  -0.5860  1.4923  -0.0638
C  0.5520  0.4542  -0.1633
C  1.8859  0.8029  -0.4496
C  2.9433  -0.0820  -0.1498
C  2.4454  -1.3027  0.3405
N  1.1752  -1.7168  0.3209
C  0.2543  -0.8896  0.0610
H  -3.0527  -0.9034  0.5036
H  -2.5820  -0.5405  -1.1359
H  -1.7915  0.6663  1.5047
H  -2.6037  1.5023  0.2773
H  -0.7261  2.0569  -0.9799
H  -0.2628  2.3055  0.6629
H  1.9195  1.5681  -1.0881
H  3.9208  0.2337  -0.2189
H  3.1096  -2.1549  0.7797

Forces on the atoms, in the same order (eV/Å):
O 0.11 -3.90 -0.44
C 1.50 0.01 -1.44
C 0.74 2.56 0.09
C -0.32 -0.36 -0.52
C 1.81 0.02 0.52
C -0.47 0.84 -0.22
C -0.97 -3.69 1.64
C -4.45 -0.45 0.47
C 1.99 -2.42 0.92
N 2.99 -2.18 0.68
C -1.74 3.22 0.71
H -1.25 -0.48 0.69
H -0.30 0.38 -0.20
H 0.34 0.21 1.14
H -1.89 1.71 0.02
H -0.21 -0.22 -0.46
H -0.32 -1.06 -0.64
H 1.08 3.79 -1.67
H 2.07 0.11 -0.26
H -0.73 1.91 -1.00

---

3.
A single C9H9NO2S molecule, computed with the ωB97M-V functional and the def2-TZVPD basis.

Calculated values
- net charge = 0
- HOMO-LUMO gap (eV) = 8.42
- SMILES = C=CCC1=CC=CC=C([N+](=O)[O-])S1
- LUMO level (Eh) = -0.019

CARTESIAN COORDINATES (ANGSTROEM)
C  1.6933  2.8048  0.3182
C  2.2477  1.5387  0.2104
C  1.5543  0.5594  -0.6328
C  0.7146  -0.4006  0.1187
C  0.6819  -1.7443  -0.0996
C  -0.2316  -2.7051  0.3929
C  -1.5197  -2.3793  0.6692
C  -2.1698  -1.1365  0.0856
C  -1.6330  0.0268  0.2830
N  -2.1362  1.1904  -0.4290
O  -2.8227  0.8831  -1.3876
O  -1.8531  2.2933  -0.0131
S  -0.2879  0.3989  1.3244
H  2.2298  3.5617  0.9223
H  0.8949  3.1604  -0.3224
H  3.0589  1.2169  0.7968
H  0.8139  1.0841  -1.1486
H  2.2951  0.0246  -1.2548
H  1.4662  -2.1214  -0.7868
H  0.1595  -3.6881  0.6935
H  -2.2091  -3.2167  0.8656
H  -2.9468  -1.3510  -0.6058

Forces on the atoms, in the same order (eV/Å):
C 2.89 -1.72 0.16
C -2.48 3.78 0.00
C 1.55 -1.43 0.14
C 0.57 -1.79 0.60
C 1.78 1.21 -0.92
C -0.71 0.22 1.80
C -1.12 -0.05 -1.63
C 0.96 -3.73 1.16
C 0.59 1.93 1.10
N -0.55 -0.66 -0.35
O -0.23 1.33 -0.35
O -0.42 0.01 -0.63
S -0.39 -0.76 0.44
H -0.61 -0.49 -0.24
H -0.14 -0.27 0.18
H 1.02 -0.15 0.70
H -0.77 0.99 -1.77
H -0.62 0.20 -0.18
H -0.49 0.23 0.34
H -0.36 0.30 -0.54
H 0.31 0.55 0.29
H -0.76 0.29 -0.30

---

4.
A single C9H9NO3 molecule, computed with the ωB97M-V functional and the def2-TZVPD basis.

Calculated values
- net charge = 0
- HOMO-LUMO gap (alpha / beta) (eV) = 5.38 / 7.14
- multiplicity = 3
- LUMO level (alpha / beta) (Eh) = 0.021 / -0.081

CARTESIAN COORDINATES (ANGSTROEM)
C  -0.3689  -0.3651  3.1407
C  -0.1319  -1.7319  2.7507
C  -0.3594  0.6939  2.2313
C  0.0541  -1.9539  1.4166
C  -0.1658  0.3960  0.8769
C  -0.0386  -0.9625  0.4541
C  -1.0140  0.3679  -2.4882
C  0.0261  1.3236  -0.2148
C  0.2016  0.0694  -1.5742
N  1.4976  0.4389  -2.1945
O  -2.0480  -0.1953  -2.5200
O  -0.7671  1.4957  -3.1782
O  0.3647  -1.1314  -0.7930
H  -0.5452  -0.0543  4.1176
H  -0.2328  -2.6027  3.4229
H  -0.4966  1.7058  2.4783
H  0.3004  -2.9990  1.1109
H  -0.8234  2.0023  -0.6090
H  0.8416  1.9250  -0.4616
H  2.0969  -0.2692  -1.6634
H  0.1598  1.7582  -3.1514
H  1.4490  0.0887  -3.1517

Forces on the atoms, in the same order (eV/Å):
C -0.40 2.98 -0.86
C 0.00 -1.80 -0.20
C 0.18 -2.57 -0.84
C 0.46 -2.31 -0.91
C -0.17 3.48 1.17
C 0.26 -2.60 1.52
C 1.94 -0.14 0.97
C -2.87 -1.63 -4.32
C 0.60 3.22 2.64
N -0.48 -2.64 0.87
O -0.88 -0.55 0.03
O -0.59 0.17 -0.73
O -0.52 0.53 -2.37
H -0.20 -0.04 1.79
H 0.19 0.90 -0.29
H -0.12 1.01 0.74
H -0.37 0.98 -0.01
H 0.54 -1.07 1.21
H 2.04 0.63 0.50
H -0.26 1.59 -1.21
H 0.18 0.00 0.31
H 0.48 -0.15 -0.02

---

5.
A single C9H9NO4 molecule, computed with the ωB97M-V functional and the def2-TZVPD basis.

Calculated values
- net charge = 0
- HOMO-LUMO gap (alpha / beta) (eV) = 8.25 / 6.09
- LUMO level (alpha / beta) (Eh) = -0.052 / -0.068

CARTESIAN COORDINATES (ANGSTROEM)
C  -0.0662  0.7730  -3.2587
C  -1.3829  1.0292  -2.8234
C  0.8379  0.2252  -2.3892
C  -1.8060  0.5351  -1.6205
C  0.5298  -0.1107  -1.0935
C  -0.8265  -0.0077  -0.7160
C  0.8189  0.2676  3.0858
C  -0.1848  -0.9757  2.7517
C  -1.0715  -0.3223  0.6516
N  -2.1157  0.4616  1.2754
O  -2.5882  0.0451  2.3111
O  -2.5615  1.4077  0.6715
O  0.3513  1.4234  2.5541
O  -0.3915  -1.1595  1.3817
H  0.1932  1.1512  -4.2633
H  -2.0908  1.6369  -3.4370
H  1.8807  0.1116  -2.6825
H  -2.7856  0.4669  -1.3089
H  1.1594  -0.4996  -0.3502
H  0.7551  0.2891  4.1505
H  1.8059  -0.1609  2.7071
H  0.4170  -1.8304  3.1305
H  -1.0867  -0.6910  3.3716

Forces on the atoms, in the same order (eV/Å):
C -1.16 1.42 -0.50
C -0.36 0.21 -0.92
C 2.05 -0.28 -0.18
C 2.79 -0.98 0.80
C -2.74 0.08 -0.72
C 0.91 0.04 -0.89
C 0.17 -0.37 -2.19
C 0.29 1.01 2.40
C -1.16 1.83 0.46
N -0.30 -0.92 -0.41
O -0.57 -0.31 1.13
O -0.08 1.04 -0.10
O 0.39 -1.34 -0.14
O 0.22 -0.43 -0.10
H 0.19 -0.46 0.71
H 0.67 -0.92 0.34
H -0.21 0.01 -0.21
H -1.96 0.46 0.27
H 1.30 -0.29 0.45
H 0.19 -0.16 1.09
H -0.67 1.14 0.32
H -0.89 0.32 -0.43
H 0.94 -1.11 -1.18

---

6.
A single C9H9NOS molecule, computed with the ωB97M-V functional and the def2-TZVPD basis.

Calculated values
- net charge = 0
- HOMO-LUMO gap (eV) = 9.19
- SMILES = COc1cccc(CN=C=S)c1
- LUMO level (Eh) = 0.023

CARTESIAN COORDINATES (ANGSTROEM)
C  -0.3200  3.0498  0.2949
O  -1.3294  2.1550  -0.0079
C  -1.0721  0.8439  -0.2126
C  -2.2448  0.0238  -0.4639
C  -2.2648  -1.3308  -0.5090
C  -1.0821  -2.0075  -0.3136
C  0.1156  -1.2607  -0.0395
C  1.4007  -1.9634  0.4860
N  2.6482  -1.3001  0.2759
C  3.2047  -0.3863  -0.2063
S  4.2675  0.8056  -0.5229
C  0.1939  0.1755  -0.0269
H  0.1832  2.8086  1.3304
H  -0.7854  4.0813  0.1787
H  0.5447  2.8898  -0.3753
H  -3.1830  0.6388  -0.6935
H  -3.1854  -1.9123  -0.7003
H  -1.1551  -3.1141  -0.3431
H  1.3464  -1.8106  1.6013
H  1.4978  -2.9750  0.2608
H  1.2194  0.5887  -0.0132

Forces on the atoms, in the same order (eV/Å):
C 1.95 0.39 1.12
O -1.04 -0.85 -0.65
C 0.41 -2.10 0.67
C -0.75 3.72 -0.33
C -0.27 -0.53 -0.35
C 2.02 -0.20 0.77
C 0.03 -0.06 -0.28
C -0.90 2.40 2.08
N -0.81 -0.57 -1.19
C 2.54 1.68 0.23
S -1.28 -0.96 -0.13
C -1.96 -1.08 -0.84
H -1.36 0.79 -1.43
H 0.97 -1.35 0.48
H -0.41 0.53 -0.18
H 1.36 -1.02 0.58
H 0.56 0.64 0.06
H 0.69 0.82 0.20
H -0.48 -0.93 -0.77
H -0.04 -1.69 -0.46
H -1.22 0.37 0.41

---

7.
A molecular structure, C9H9O2, computed with the ωB97M-V functional and the def2-TZVPD basis.

Calculated values
- net charge = +1
- HOMO-LUMO gap (alpha / beta) (eV) = 7.07 / 7.07
- LUMO level (alpha / beta) (Eh) = -0.209 / -0.209

CARTESIAN COORDINATES (ANGSTROEM)
C  -1.8219  -0.4310  0.9893
C  -0.3857  1.0094  -0.5128
C  -3.0439  -0.8168  0.6821
C  -1.1525  -0.2323  -0.3591
C  -2.2732  -0.4905  -1.2839
C  0.0041  -1.1523  0.4739
C  0.7518  1.0241  0.1547
C  -0.1782  -2.3745  1.0233
C  1.8254  2.0126  0.3368
O  -3.3907  -0.7629  -0.6751
O  1.0792  -0.2778  0.5025
H  -1.1770  -0.4247  1.9601
H  -1.0068  1.8049  -0.6906
H  -3.9167  -0.7135  1.3974
H  -2.2258  -0.4526  -2.4282
H  -1.0556  -2.9728  1.0118
H  0.6548  -3.0481  1.1446
H  2.1899  2.5316  -0.4801
H  2.6748  1.6051  0.9421
H  1.3998  2.7281  1.1025

Forces on the atoms, in the same order (eV/Å):
C 0.91 1.29 0.97
C -0.48 -0.09 0.44
C -3.81 0.55 3.03
C -0.12 -1.02 1.65
C 1.18 -0.60 -1.50
C 0.50 -1.05 -1.88
C 0.93 -1.58 -1.95
C 1.97 0.51 -1.73
C -0.43 -0.09 4.58
O 2.57 0.26 0.15
O -0.48 -1.82 1.30
H -2.50 0.72 -1.63
H -0.66 2.35 -0.86
H 1.03 -1.01 -1.22
H -0.39 0.15 1.93
H -1.06 0.37 -0.32
H 0.73 0.52 0.77
H 0.33 0.80 -1.83
H -0.66 -0.10 -0.88
H 0.44 -0.16 -1.02

---

8.
A molecular structure, C9H9P, computed with the ωB97M-V functional and the def2-TZVPD basis.

Calculated values
- net charge = 0
- HOMO-LUMO gap (alpha / beta) (eV) = 7.89 / 6.79
- LUMO level (alpha / beta) (Eh) = -0.015 / -0.028

CARTESIAN COORDINATES (ANGSTROEM)
C  1.2895  1.5272  -0.8034
C  2.6325  0.9396  -1.0846
C  1.7845  -2.1374  0.2261
C  0.9391  -0.2411  0.7403
C  0.4811  1.0335  0.1115
C  0.6409  -1.4853  0.0672
C  3.3668  0.0911  -0.3462
C  -0.8551  1.5804  0.4689
C  -0.7394  -1.7851  -0.3882
P  2.6914  -0.7370  1.0945
H  1.0316  2.4153  -1.2459
H  3.0505  1.3321  -2.0513
H  2.0644  -3.0534  -0.2861
H  -0.8631  1.9210  1.4838
H  -1.5847  0.7931  0.2701
H  -1.1237  2.4071  -0.2059
H  -1.2315  -0.8431  -0.3552
H  -1.1326  -2.5124  0.2889
H  -0.7751  -2.1400  -1.3992

Forces on the atoms, in the same order (eV/Å):
C 1.94 -1.38 0.84
C 1.01 0.43 -1.33
C 1.66 -0.93 -0.81
C 0.41 0.80 -1.09
C 0.12 -1.48 1.39
C -1.45 1.11 1.63
C -2.17 0.98 -0.48
C -0.14 0.17 -1.42
C 1.12 -0.12 -0.50
P -0.06 -0.82 0.56
H -0.46 2.04 -1.42
H -0.11 -0.41 0.90
H 0.27 -0.02 0.37
H -0.29 0.02 0.65
H -0.26 0.27 0.59
H 0.15 -0.08 0.31
H -0.96 0.22 0.03
H -0.72 -0.36 0.31
H -0.06 -0.43 -0.54

---

9.
A molecular structure, CBr2Cl2S, computed with the ωB97M-V functional and the def2-TZVPD basis.

Calculated values
- net charge = 0
- HOMO-LUMO gap (alpha / beta) (eV) = 7.15 / 7.02
- LUMO level (alpha / beta) (Eh) = -0.094 / -0.096

CARTESIAN COORDINATES (ANGSTROEM)
C  -0.1742  0.0969  0.4632
S  1.0759  1.0984  -0.2874
Cl  0.0823  -2.4646  -0.2063
Cl  0.5915  0.9586  -2.2528
Br  0.3388  -0.1782  2.2617
Br  -1.9142  0.4888  0.0216

Forces on the atoms, in the same order (eV/Å):
C 1.37 -0.79 -0.23
S -0.52 -1.23 -0.23
Cl -0.19 2.07 0.28
Cl 0.08 0.17 0.52
Br -0.34 0.20 -0.40
Br -0.41 -0.42 0.06

---

10.
2 unconnected molecules or ions with the total composition CBr2F3P, computed with the ωB97M-V functional and the def2-TZVPD basis.

Calculated values
- net charge = 0
- HOMO-LUMO gap (alpha / beta) (eV) = 8.03 / 7.83
- LUMO level (alpha / beta) (Eh) = -0.056 / -0.027

CARTESIAN COORDINATES (ANGSTROEM)
C  -0.4580  0.0895  0.1356
F  -0.3498  0.4782  -1.1956
F  -0.8608  -1.1472  0.2659
F  -1.1412  0.9682  0.8143
P  2.5597  0.3230  0.6983
Br  3.0671  -1.7925  0.5868
Br  3.6212  1.4433  -0.8800

Forces on the atoms, in the same order (eV/Å):
C 2.03 0.80 -1.95
F -0.63 -0.81 1.99
F -0.43 0.26 -0.13
F -0.43 -0.21 0.01
P -0.68 0.56 0.51
Br 0.20 -0.20 -0.34
Br -0.05 -0.40 -0.08

---

11.
A molecular structure, CBrCl2NO2, computed with the ωB97M-V functional and the def2-TZVPD basis.

Calculated values
- net charge = 0
- HOMO-LUMO gap (eV) = 10.20
- LUMO level (Eh) = -0.028

CARTESIAN COORDINATES (ANGSTROEM)
C  0.3930  0.3983  -0.1025
N  -0.7542  -0.5954  -0.0133
O  -0.5373  -1.4705  0.7636
O  -1.6497  -0.3546  -0.7513
Cl  0.2747  1.3430  1.4755
Cl  0.2479  1.3589  -1.5445
Br  2.0256  -0.6796  0.1725

Forces on the atoms, in the same order (eV/Å):
C 1.42 0.69 1.64
N 1.62 0.74 -0.33
O -1.45 -1.12 0.53
O -1.83 -0.73 -0.20
Cl -0.26 -0.10 -1.35
Cl 0.60 -0.19 0.67
Br -0.12 0.73 -0.97

---

12.
A molecular structure, CBrCl2NO2, computed with the ωB97M-V functional and the def2-TZVPD basis.

Calculated values
- net charge = 0
- HOMO-LUMO gap (eV) = 9.87
- LUMO level (Eh) = -0.025

CARTESIAN COORDINATES (ANGSTROEM)
C  0.9036  0.5207  0.2955
N  -0.6855  -0.5283  -0.1220
O  -0.7522  -1.5433  0.4684
O  -1.4004  0.0058  -0.8964
Cl  1.1783  0.4276  2.1051
Cl  0.8654  2.0516  -0.4710
Br  2.3988  -0.4435  -0.5152

Forces on the atoms, in the same order (eV/Å):
C 0.28 -1.88 0.41
N 2.24 2.21 0.78
O 0.00 -0.64 0.23
O -0.27 0.06 -0.39
Cl -0.85 0.44 -1.76
Cl -0.83 0.07 0.60
Br -0.57 -0.26 0.13

---

The energy relative to the best compared isomer or geometry (same formula, charge and spin) results, record by record, are as follows: 0.000 2.538 4.434 0.000 7.426 1.906 4.060 3.813 1.791 1.658 0.285 0.763 eV.
The largest force on an atom results, record by record, are as follows: 0.0270 0.0874 0.0880 0.1058 0.0595 0.0741 0.0953 0.0491 0.0407 0.0569 0.0443 0.0630 hartree/bohr.
The energy results, record by record, are as follows: -697.4211 -478.2795 -951.5606 -628.6395 -703.8060 -876.4626 -498.3383 -689.4704 -6504.6122 -5827.0335 -3737.6045 -3737.5870 Ha.